1.
Below is a 3-piece molecular cluster, C30H63Br2ClN2O8P overall, with properties calculated with ωB97M-V/def2-TZVPD.

Properties
Net charge ... +1
2S+1 ... 1
Frontier orbital gap ... 8.438 eV
Total energy ... -213380.26328 eV

Last column: Mulliken charge in e.
Positions of all 107 atoms, in Å:
C  6.233  0.250  1.490  -1.298
C  5.756  0.767  0.101  -0.147
C  5.868  -0.386  -0.941  -1.236
C  4.524  -0.722  -1.611  -0.036
C  3.652  -1.704  -0.804  -0.720
C  2.391  -2.162  -1.593  -0.506
C  1.591  -0.898  -2.061  -0.137
C  0.057  -1.076  -1.996  -0.927
N  -0.643  -0.420  -0.825  1.201
C  0.214  -0.516  0.414  0.175
C  1.083  0.665  0.868  -0.849
C  -1.924  -1.226  -0.517  -0.332
C  -1.691  -2.731  -0.235  -0.369
Br  -2.450  -3.627  1.309  -0.012
C  -2.202  -3.592  -1.454  -0.598
C  -1.429  -4.948  -1.543  -1.275
C  -3.038  -0.473  0.256  -0.453
C  -3.117  -0.603  1.818  -0.808
C  -3.409  0.649  2.624  -0.290
O  -4.337  1.323  2.562  -0.405
Br  -2.059  1.118  4.011  -0.218
N  -3.193  0.907  -0.191  -0.492
C  -1.923  1.625  -0.119  0.512
C  -2.187  3.139  -0.219  -0.042
Cl  -3.455  3.570  -1.438  -0.124
C  -2.735  3.698  1.141  -0.085
C  -2.465  5.242  1.216  -1.359
C  -1.066  0.967  -1.247  -1.579
P  0.098  2.021  -2.209  0.984
O  0.490  1.448  -3.495  -0.781
O  -0.634  3.399  -2.697  -0.594
O  1.420  2.539  -1.465  -0.540
H  7.324  0.138  1.443  0.327
H  5.758  -0.726  1.658  0.324
H  5.992  0.943  2.307  0.347
H  6.407  1.613  -0.158  0.434
H  4.737  1.185  0.142  0.076
H  6.523  0.000  -1.740  0.309
H  6.395  -1.261  -0.538  0.510
H  4.681  -1.182  -2.602  0.190
H  4.015  0.236  -1.798  0.186
H  4.235  -2.580  -0.485  0.593
H  3.311  -1.219  0.130  -0.077
H  1.782  -2.776  -0.905  0.087
H  2.716  -2.793  -2.429  0.487
H  1.964  0.042  -1.647  -0.542
H  1.796  -0.821  -3.139  0.703
H  -0.058  -2.162  -2.078  0.310
H  -0.444  -0.706  -2.901  0.305
H  -0.466  -0.687  1.262  0.350
H  0.832  -1.419  0.455  0.388
H  2.089  0.702  0.435  -0.280
H  0.650  1.663  0.752  -0.131
H  1.247  0.539  1.949  0.683
H  -2.353  -1.244  -1.535  0.647
H  -0.622  -2.970  -0.229  0.016
H  -1.991  -3.084  -2.404  0.387
H  -3.264  -3.818  -1.308  0.590
H  -1.521  -5.263  -2.592  0.382
H  -0.358  -4.825  -1.339  0.329
H  -1.913  -5.697  -0.912  0.368
H  -3.961  -0.950  -0.113  0.660
H  -2.264  -1.089  2.304  0.830
H  -3.941  -1.287  2.073  0.587
H  -4.014  1.391  0.140  0.571
H  -1.508  1.452  0.893  -0.087
H  -1.268  3.711  -0.385  0.465
H  -2.202  3.257  1.992  0.006
H  -3.813  3.514  1.130  0.412
H  -3.244  5.731  0.624  0.315
H  -1.455  5.441  0.843  0.360
H  -2.536  5.501  2.278  0.401
H  -1.825  0.758  -2.024  0.756
H  -1.436  3.160  -3.195  0.353
H  1.607  3.465  -1.708  0.378
C  -5.550  2.740  9.223  -0.720
O  -4.655  1.967  8.438  -0.387
C  -4.487  2.483  7.127  -0.346
C  -3.185  3.247  6.991  -0.261
O  -3.192  4.432  7.772  -0.404
C  -2.468  4.298  8.985  -0.719
H  -5.449  2.420  10.260  0.250
H  -5.325  3.808  9.165  0.322
H  -6.581  2.564  8.901  0.319
H  -5.335  3.113  6.842  0.326
H  -4.462  1.624  6.446  0.231
H  -3.062  3.553  5.947  0.211
H  -2.333  2.611  7.258  0.294
H  -1.392  4.307  8.783  0.311
H  -2.735  3.384  9.519  0.319
H  -2.711  5.152  9.616  0.255
C  4.506  -4.107  -7.604  -0.661
O  3.139  -4.452  -7.771  -0.386
C  2.523  -4.866  -6.564  -0.700
C  1.672  -3.762  -5.968  -0.363
O  2.467  -2.665  -5.532  -0.013
C  2.443  -1.578  -6.448  -0.971
H  4.835  -3.593  -8.507  0.249
H  4.657  -3.442  -6.750  0.231
H  5.109  -5.012  -7.477  0.340
H  3.269  -5.211  -5.842  0.318
H  1.874  -5.713  -6.809  0.394
H  1.154  -4.153  -5.085  0.190
H  0.913  -3.428  -6.683  0.414
H  1.484  -1.053  -6.383  0.291
H  2.613  -1.910  -7.474  0.467
H  3.238  -0.887  -6.170  0.238

Cartesian forces, eV/Å:
-0.4 0.3 -0.6
0.5 -0.5 0.8
0.1 1.2 -0.8
0.3 -0.6 0.0
-0.5 0.2 0.1
0.4 0.9 1.1
-0.1 -0.9 -1.1
0.9 -0.4 -1.4
0.8 -1.2 0.8
0.2 0.6 2.2
0.6 0.2 0.1
-1.4 0.4 -1.4
0.4 -0.8 -1.6
0.2 0.3 0.2
1.0 -0.6 0.6
-0.8 0.6 -0.5
-1.4 0.5 0.7
0.7 -0.8 1.0
2.1 -1.4 0.1
-2.5 1.6 -0.5
0.2 -0.3 -0.2
1.2 -0.8 -0.8
-1.1 0.0 0.0
-0.2 0.4 1.6
0.7 -0.2 -0.1
0.6 0.8 -0.9
-0.6 -1.5 0.1
-0.7 0.7 0.9
1.5 1.8 -3.4
-0.2 -1.9 0.1
-0.3 -0.8 1.9
-1.3 0.4 0.9
-0.3 -0.2 0.2
0.2 0.2 0.3
0.0 -0.2 -0.2
-0.2 -0.2 -0.2
0.2 -0.3 0.0
-0.1 -0.3 0.1
-0.4 0.1 0.1
0.1 0.2 0.2
0.0 -0.3 0.0
0.0 0.2 -0.2
0.2 -0.1 -0.2
0.1 0.0 -0.3
-0.3 0.2 0.0
-0.2 -0.3 0.1
-0.1 0.3 0.3
-0.5 0.2 0.9
0.3 0.2 0.3
-0.2 0.2 -0.5
-0.2 0.2 -0.8
-0.4 -0.1 -0.2
-0.1 -0.3 -0.1
-0.2 -0.1 -0.3
0.0 0.1 0.4
-0.2 0.4 0.5
-0.4 0.2 0.3
0.1 0.4 -0.4
0.1 -0.2 0.3
-0.3 -0.1 0.2
0.5 0.0 0.0
0.4 -0.2 0.2
0.0 0.2 -0.4
0.1 0.3 -0.1
0.1 -0.1 0.2
0.5 0.3 -0.5
-0.3 -0.3 -0.6
-0.3 -0.3 -0.2
0.2 -0.1 0.7
0.4 0.4 0.2
-0.3 0.3 0.1
0.0 0.4 -0.4
0.4 0.2 0.0
0.2 0.4 0.0
0.1 -0.3 0.1
0.0 -0.1 0.1
0.0 0.2 0.0
0.2 -0.4 0.1
-0.2 0.4 -0.1
0.0 -0.2 0.1
0.0 0.1 0.0
0.0 -0.1 -0.1
0.0 0.0 0.0
0.0 0.1 0.0
0.0 0.1 0.0
0.0 0.0 0.0
0.0 0.0 0.0
-0.1 0.0 0.0
0.0 -0.1 0.1
0.0 0.0 0.0
0.0 0.0 -0.1
0.0 -0.1 -0.1
0.1 0.1 0.2
-0.2 0.0 -0.4
0.2 0.0 0.3
-0.1 0.0 -0.1
0.1 0.1 0.1
-0.1 -0.1 0.0
0.0 0.0 0.0
0.1 0.0 0.1
0.0 0.1 0.0
0.0 0.0 0.1
0.0 -0.1 0.0
0.1 0.0 -0.1
0.0 0.0 -0.1
0.0 0.0 0.0
0.0 0.0 0.1

2.
Below is a 4-piece molecular cluster, C30H63NO5 overall, with properties calculated with ωB97M-V/def2-TZVPD.

Properties
Net charge ... 0
2S+1 ... 1
Frontier orbital gap ... 10.133 eV
Total energy ... -43861.08757 eV
Structure (SMILES) ... CCCCN[C@@H]1OC(=O)O[C@H]1CCOC(=O)CC.CCCCCC.CCCCCC.CCCCCC
Relative energy (zero: lowest compared OMol25 entry of this formula, charge and spin) ... 0.000 eV

Last column: Mulliken charge in e.
Positions of all 99 atoms, in Å:
C  5.951  0.882  4.675  -1.116
C  5.519  -0.087  3.582  -0.383
C  4.015  -0.018  3.317  -0.296
C  3.502  -1.178  2.443  -0.954
N  2.749  -2.210  3.155  -0.276
C  1.453  -1.793  3.565  -0.073
O  1.113  -2.385  4.843  -0.444
C  -0.236  -2.247  4.957  0.474
O  -0.850  -2.300  5.968  -0.547
O  -0.783  -2.030  3.731  -0.232
C  0.263  -2.260  2.754  0.416
C  0.006  -1.538  1.461  -0.988
C  -1.236  -2.004  0.720  -0.084
O  -2.465  -1.665  1.365  -0.474
C  -2.693  -0.357  1.598  0.730
O  -2.078  0.516  1.047  -0.615
C  -3.775  -0.138  2.618  -0.417
C  -3.263  0.783  3.728  -1.102
H  7.012  0.805  4.907  0.388
H  5.723  1.908  4.377  0.051
H  5.382  0.693  5.589  0.366
H  5.803  -1.111  3.844  0.445
H  6.042  0.167  2.655  0.304
H  3.482  -0.004  4.273  0.309
H  3.793  0.934  2.827  0.207
H  4.351  -1.672  1.967  0.570
H  2.883  -0.795  1.630  0.176
H  3.266  -2.549  3.957  0.302
H  1.350  -0.705  3.720  0.354
H  0.336  -3.343  2.607  0.229
H  -0.014  -0.460  1.631  0.463
H  0.865  -1.745  0.816  0.378
H  -1.238  -3.093  0.687  0.761
H  -1.217  -1.646  -0.310  -0.473
H  -4.067  -1.101  3.029  0.301
H  -4.632  0.314  2.119  0.278
H  -3.984  0.816  4.543  0.373
H  -3.113  1.792  3.350  0.292
H  -2.313  0.421  4.120  0.224
C  0.248  -0.826  -3.085  -1.367
C  -1.224  -1.106  -3.371  -0.115
C  -1.610  -2.577  -3.234  0.603
C  -0.894  -3.534  -4.187  -1.047
C  -1.084  -3.208  -5.668  -0.442
C  -2.541  -3.256  -6.117  -1.004
H  0.904  -1.335  -3.793  0.374
H  0.462  0.242  -3.147  0.416
H  0.519  -1.160  -2.079  0.111
H  -1.476  -0.743  -4.371  0.586
H  -1.836  -0.528  -2.676  0.084
H  -2.691  -2.676  -3.368  -0.319
H  -1.411  -2.895  -2.205  0.017
H  -1.258  -4.549  -3.998  0.427
H  0.176  -3.552  -3.959  0.373
H  -0.502  -3.920  -6.259  0.377
H  -0.667  -2.221  -5.889  0.224
H  -2.975  -4.240  -5.925  0.294
H  -2.630  -3.055  -7.186  0.413
H  -3.151  -2.516  -5.595  0.122
C  -4.499  -0.255  -2.271  -0.777
C  -6.016  -0.310  -2.143  -0.676
C  -6.579  -1.719  -2.325  -0.773
C  -6.281  -2.357  -3.684  0.158
C  -6.764  -1.555  -4.892  -0.355
C  -8.275  -1.352  -4.923  -1.375
H  -4.175  -0.559  -3.268  0.131
H  -4.118  0.752  -2.096  0.461
H  -4.023  -0.922  -1.546  0.179
H  -6.468  0.373  -2.868  0.304
H  -6.312  0.059  -1.158  0.357
H  -7.659  -1.697  -2.158  0.361
H  -6.167  -2.367  -1.545  0.344
H  -6.741  -3.350  -3.710  0.464
H  -5.204  -2.525  -3.780  -0.474
H  -6.453  -2.078  -5.801  0.422
H  -6.264  -0.583  -4.918  0.243
H  -8.796  -2.312  -4.920  0.312
H  -8.580  -0.810  -5.819  0.405
H  -8.623  -0.781  -4.061  0.286
C  3.648  4.216  0.949  -1.383
C  4.959  3.761  1.582  0.317
C  5.371  4.588  2.798  -0.630
C  5.623  6.070  2.514  -0.895
C  6.682  6.345  1.447  -0.353
C  8.064  5.811  1.808  -1.184
H  3.718  5.236  0.568  0.357
H  3.371  3.574  0.112  0.400
H  2.834  4.186  1.676  0.306
H  5.754  3.776  0.831  0.311
H  4.860  2.716  1.893  -0.285
H  6.268  4.142  3.239  0.270
H  4.591  4.508  3.562  0.433
H  5.926  6.554  3.448  0.384
H  4.687  6.550  2.218  0.347
H  6.744  7.425  1.293  0.386
H  6.365  5.922  0.489  0.233
H  8.411  6.238  2.752  0.293
H  8.795  6.063  1.039  0.380
H  8.062  4.725  1.914  0.273

Cartesian forces, eV/Å:
-0.3 0.0 0.0
0.0 0.1 0.0
0.1 0.1 -0.1
0.2 0.1 0.1
0.0 -0.2 -0.1
-0.3 0.1 0.5
0.0 0.3 0.0
0.0 -0.1 -0.2
0.0 -0.1 0.2
0.1 -0.1 0.1
-0.1 -0.1 0.0
0.1 0.1 0.1
0.2 -0.2 -0.3
0.1 -0.1 0.4
-0.2 -0.1 -0.2
0.2 0.3 -0.1
0.1 -0.1 0.2
-0.1 0.0 -0.1
0.0 0.0 0.0
0.1 0.0 0.0
0.1 0.0 0.1
0.0 0.0 0.0
0.1 -0.2 0.0
-0.1 0.0 0.0
0.0 0.0 0.1
0.0 0.0 0.0
-0.1 -0.1 0.0
0.0 0.0 0.0
0.2 0.0 -0.2
0.1 0.0 -0.1
-0.1 0.0 -0.1
0.0 0.0 0.0
-0.1 0.0 0.0
-0.1 0.2 0.1
-0.1 0.0 0.0
0.0 0.0 0.0
0.0 0.0 0.0
0.0 0.0 0.0
0.0 0.0 0.1
0.0 0.0 0.0
0.0 0.0 0.0
0.0 0.0 0.0
0.0 0.0 0.0
0.0 0.0 0.0
0.0 0.0 0.0
0.0 0.0 0.0
0.0 0.0 0.0
0.0 0.0 0.0
0.0 0.0 0.0
0.0 0.0 0.0
0.0 0.0 0.0
0.0 0.0 0.0
0.0 0.0 0.0
0.0 0.0 0.0
0.0 0.0 0.0
0.0 0.0 0.0
0.0 0.0 0.0
0.0 0.0 0.0
0.0 0.0 0.0
-0.1 0.1 0.0
0.0 0.0 0.0
0.0 0.0 0.0
0.0 0.0 0.0
0.0 0.0 0.0
0.0 0.0 0.0
0.0 0.0 0.0
0.0 0.0 0.0
0.0 0.0 0.0
0.0 0.0 0.0
0.0 0.0 0.0
0.0 0.0 0.0
0.0 0.0 0.0
0.0 0.0 0.0
0.0 0.0 0.0
0.0 0.0 0.0
0.0 0.0 0.0
0.0 0.0 0.0
0.0 0.0 0.0
0.0 0.0 0.0
0.0 0.0 0.0
0.0 0.0 0.0
0.0 0.0 0.0
0.0 0.0 0.0
0.0 0.0 0.0
0.0 0.0 0.0
0.0 0.0 0.0
0.0 0.0 0.0
0.0 0.0 0.0
0.0 0.0 0.0
0.0 0.0 0.0
0.0 0.0 0.0
0.0 0.0 0.0
0.0 0.0 0.0
0.0 0.0 0.0
0.0 0.0 0.0
0.0 0.0 0.0
0.0 0.0 0.0
0.0 0.0 0.0
0.0 0.0 0.0

Which value of net charge does entry 1 give? +1